Entry 1:
DFT (wB97M-V/def2-TZVPD) results for a 2-piece molecular cluster, C15H18 overall at a distorted geometry.

**Energy relative to the best compared isomer or geometry (same formula, charge and spin)**: 22.73 kcal/mol
**Lowest unoccupied orbital energy**: 0.855 eV
**Energy**: -15845.99396 eV
**SMILES string**: CCc1ccccc1.Cc1ccccc1
**E_HOMO**: -8.9 eV
**M**: 198.31 g mol⁻¹

```
! RIJCOSX wB97M-V def2-TZVPD def2/J DEFGRID3
* xyz 0 1
C 1.305 -2.267 1.917
C 0.107 -1.297 1.735
C -1.060 -1.974 1.081
C -1.685 -1.311 0.028
C -2.983 -1.595 -0.355
C -3.488 -2.796 0.140
C -2.840 -3.557 1.086
C -1.641 -3.109 1.634
H 1.084 -3.260 2.265
H 2.147 -1.762 2.380
H 1.783 -2.358 0.934
H -0.079 -0.626 2.576
H 0.591 -0.634 1.029
H -1.110 -0.541 -0.482
H -3.682 -0.930 -0.839
H -4.454 -3.142 -0.224
H -3.266 -4.514 1.365
H -1.189 -3.437 2.564
C 1.008 3.122 -3.393
C 1.298 2.833 -1.944
C 1.996 1.701 -1.583
C 2.279 1.384 -0.249
C 1.760 2.219 0.730
C 0.871 3.228 0.383
C 0.698 3.591 -0.935
H 1.652 2.503 -4.024
H 1.124 4.176 -3.629
H 0.034 2.711 -3.688
H 2.273 0.925 -2.294
H 2.898 0.522 -0.031
H 1.965 1.957 1.764
H 0.501 3.773 1.248
H 0.101 4.463 -1.188
*
```

---

Entry 2:
DFT (wB97M-V/def2-TZVPD) results for C15H18AuN4O10 as an isolated structure at a distorted geometry.

**Energy relative to the best compared isomer or geometry (same formula, charge and spin)**: 0.12 kcal/mol
**Lowest unoccupied orbital energy (alpha / beta)**: -3.427 / -6.651 eV
**Energy**: -45959.55652 eV
**E_HOMO (alpha / beta)**: -12.3 / -12.7 eV
**M**: 611.29 g mol⁻¹

```
! RIJCOSX wB97M-V def2-TZVPD def2/J DEFGRID3
* xyz 1 3
Au -0.519 -1.396 -0.191
C 4.865 -1.879 0.174
N 3.574 -2.509 0.335
C 3.586 -3.920 0.667
C 2.426 -1.856 0.290
O 1.337 -2.458 0.380
C 2.494 -0.336 0.118
O 1.261 0.322 0.300
C 0.975 0.853 1.578
C -0.051 0.042 2.376
O -0.567 -0.998 1.913
N -0.364 0.456 3.588
C -1.339 -0.282 4.369
C 0.106 1.662 4.228
H 5.581 -2.643 -0.120
H 4.837 -1.121 -0.607
H 5.203 -1.423 1.108
H 4.172 -4.475 -0.063
H 4.018 -4.054 1.660
H 2.566 -4.295 0.669
H 3.246 0.087 0.797
H 2.784 -0.123 -0.918
H 1.899 0.948 2.162
H 0.555 1.848 1.394
H -1.569 -1.218 3.870
H -0.931 -0.483 5.359
H -2.254 0.301 4.468
H 0.871 2.169 3.654
H -0.733 2.348 4.363
H 0.508 1.412 5.212
O 0.313 -0.510 -3.793
C -0.569 -0.753 -3.015
O -0.772 -1.716 -2.237
C -1.742 0.306 -2.979
C -2.169 0.842 -4.162
C -3.158 1.828 -4.148
C -3.718 2.232 -2.950
C -3.273 1.681 -1.768
C -2.257 0.669 -1.698
O -1.888 0.240 -0.573
N -3.858 2.153 -0.526
O -3.332 1.848 0.516
O -4.827 2.859 -0.646
N -3.574 2.448 -5.398
O -4.461 3.259 -5.313
O -3.004 2.102 -6.400
H -1.750 0.552 -5.119
H -4.500 2.981 -2.923
*
```

---

Entry 3:
DFT (wB97M-V/def2-TZVPD) results for C15H18CaN2O11 as an isolated structure at a distorted geometry.

**Lowest unoccupied orbital energy**: 4.346 eV
**Energy**: -59795.28862 eV
**E_HOMO**: -1.4 eV
**M**: 442.39 g mol⁻¹

```
! RIJCOSX wB97M-V def2-TZVPD def2/J DEFGRID3
* xyz -2 1
Ca -0.105 0.479 0.282
O -1.540 2.395 1.054
C -1.393 2.575 2.450
C -1.336 1.219 3.144
N -0.219 0.428 2.640
C -0.457 -1.022 2.728
C -1.588 -1.531 1.788
O -2.187 -2.554 2.133
O -1.784 -0.843 0.738
C 1.086 0.802 3.188
C 2.255 0.509 2.209
O 3.359 0.294 2.710
O 1.934 0.550 0.982
H -0.836 2.928 0.578
H -2.247 3.135 2.851
H -0.492 3.163 2.659
H -2.257 0.684 2.906
H -1.285 1.343 4.238
H -0.687 -1.340 3.753
H 0.460 -1.531 2.417
H 1.283 0.305 4.146
H 1.103 1.881 3.358
O 1.345 4.534 -4.726
C 1.012 3.976 -3.697
C 0.986 4.594 -2.313
O 1.319 5.737 -2.035
C 0.449 3.561 -1.403
C 0.205 2.372 -2.152
O -0.265 1.310 -1.631
C 0.508 2.562 -3.563
O 0.393 1.740 -4.472
O 0.189 3.700 -0.174
C -0.196 -4.108 -2.873
N -0.146 -2.891 -2.088
C -0.782 -1.682 -2.615
C 0.496 -2.822 -0.901
C 0.995 -4.096 -0.262
O 0.652 -1.765 -0.300
H -0.646 -3.871 -3.835
H -0.801 -4.885 -2.398
H 0.799 -4.513 -3.071
H -1.535 -1.988 -3.341
H -0.077 -0.997 -3.084
H -1.286 -1.158 -1.811
H 1.176 -4.918 -0.950
H 0.238 -4.404 0.463
H 1.906 -3.857 0.281
*
```

---

Entry 4:
DFT (wB97M-V/def2-TZVPD) results for the molecule C15H18ClN3O3S2 at a distorted geometry.

**Lowest unoccupied orbital energy**: 0.363 eV
**Energy**: -60652.55266 eV
**SMILES string**: CC(C)Cc1nnc(NC(=O)CCS(=O)(=O)c2ccc(Cl)cc2)s1
**E_HOMO**: -9.2 eV
**M**: 387.91 g mol⁻¹

```
! RIJCOSX wB97M-V def2-TZVPD def2/J DEFGRID3
* xyz 0 1
C 4.583 1.202 4.518
C 3.577 0.790 3.448
C 2.953 2.020 2.794
C 2.493 -0.106 4.079
C 1.554 -0.618 3.056
N 1.827 -1.538 2.209
N 0.852 -1.828 1.359
C -0.211 -1.118 1.527
N -1.367 -1.191 0.806
C -1.561 -1.618 -0.487
O -2.635 -1.423 -1.014
C -0.425 -2.331 -1.177
C -0.446 -1.921 -2.635
S -0.451 -0.081 -2.690
O 0.480 0.332 -3.705
O -0.239 0.417 -1.352
C -2.098 0.396 -3.225
C -2.524 0.018 -4.483
C -3.795 0.363 -4.906
C -4.618 1.086 -4.052
Cl -6.204 1.513 -4.571
C -4.184 1.477 -2.793
C -2.911 1.127 -2.381
S -0.076 0.027 2.858
H 5.368 1.814 4.081
H 4.093 1.780 5.299
H 5.043 0.328 4.973
H 4.090 0.203 2.681
H 2.300 1.737 1.972
H 3.730 2.668 2.397
H 2.372 2.586 3.520
H 2.977 -0.959 4.559
H 1.943 0.460 4.832
H -2.142 -0.646 1.167
H 0.521 -2.065 -0.708
H -0.570 -3.409 -1.068
H 0.432 -2.252 -3.179
H -1.357 -2.243 -3.133
H -1.855 -0.530 -5.129
H -4.149 0.077 -5.884
H -4.837 2.044 -2.149
H -2.533 1.412 -1.413
*
```

---

Entry 5:
DFT (wB97M-V/def2-TZVPD) results for C15H18ClNO4Ti as an isolated structure at a distorted geometry.

**Energy relative to the best compared isomer or geometry (same formula, charge and spin)**: 0.00 kcal/mol
**Lowest unoccupied orbital energy**: -10.610 eV
**Energy**: -61139.65806 eV
**E_HOMO**: -15.6 eV
**M**: 359.63 g mol⁻¹

```
! RIJCOSX wB97M-V def2-TZVPD def2/J DEFGRID3
* xyz 2 1
C -1.795 2.401 0.980
C -1.963 1.321 2.079
C -2.634 0.036 1.607
C -2.070 -0.584 0.304
C -2.455 -2.074 0.117
C -0.578 -0.416 0.084
C -0.119 0.008 -1.177
C -1.087 0.264 -2.331
O -0.457 0.168 -3.569
O -0.796 1.305 -4.365
C 1.231 0.205 -1.459
C 2.155 -0.014 -0.470
C 1.735 -0.453 0.759
C 0.405 -0.665 1.044
Cl 0.003 -1.259 2.615
C 3.001 -0.604 1.630
O 3.008 -0.816 2.812
N 4.085 -0.422 0.762
C 4.892 -1.688 0.537
C 3.668 0.145 -0.467
O 4.351 0.673 -1.303
H -2.078 3.379 1.374
H -0.687 2.408 0.759
H -2.426 2.120 0.084
H -2.604 1.757 2.841
H -0.990 1.180 2.537
H -2.640 -0.721 2.380
H -3.682 0.264 1.411
H -2.561 -0.052 -0.512
H -1.779 -2.489 -0.628
H -2.392 -2.644 1.035
H -3.438 -2.116 -0.340
H -1.873 -0.491 -2.296
H -1.512 1.250 -2.162
H -1.751 1.215 -4.528
H 1.573 0.513 -2.436
H 5.799 -1.642 1.125
H 4.286 -2.521 0.879
H 5.113 -1.772 -0.518
Ti -0.937 2.832 -1.194
*
```

---

Entry 6:
DFT (wB97M-V/def2-TZVPD) results for a 2-piece molecular cluster, C15H18ClO5S overall at a distorted geometry.

**Energy relative to the best compared isomer or geometry (same formula, charge and spin)**: 0.00 kcal/mol
**Lowest unoccupied orbital energy**: 2.334 eV
**Energy**: -49440.82701 eV
**E_HOMO**: -2.4 eV
**M**: 345.82 g mol⁻¹

```
! RIJCOSX wB97M-V def2-TZVPD def2/J DEFGRID3
* xyz -1 1
C 3.418 2.851 4.235
C 3.733 4.241 3.744
O 3.107 4.365 2.469
C 2.331 3.191 2.239
C 0.815 3.597 2.296
C -0.034 2.432 1.848
C 0.319 2.045 0.422
O -0.344 2.246 -0.571
C 1.763 1.532 0.439
C 2.679 2.668 0.807
O 2.649 2.223 3.199
H 4.300 2.237 4.434
H 2.786 2.887 5.128
H 3.280 4.979 4.412
H 4.803 4.428 3.623
H 0.594 3.877 3.333
H 0.710 4.501 1.675
H 0.219 1.564 2.475
H -1.092 2.662 1.941
H 1.822 0.766 1.232
H 2.035 1.101 -0.526
H 2.614 3.537 0.135
H 3.721 2.342 0.851
Cl -0.841 -1.421 0.147
C -1.800 -1.582 -1.184
S -1.298 -2.444 -2.629
C -2.477 -3.767 -3.060
C -2.266 -5.060 -2.584
C -3.092 -6.105 -3.014
C -4.132 -5.863 -3.916
C -4.375 -4.551 -4.343
C -3.551 -3.503 -3.915
O -1.448 -1.576 -3.778
O -0.044 -3.107 -2.347
H -2.868 -1.406 -1.091
H -1.444 -5.251 -1.898
H -2.908 -7.114 -2.651
H -4.748 -6.685 -4.283
H -5.197 -4.344 -5.021
H -3.738 -2.494 -4.272
*
```

---

Entry 7:
DFT (wB97M-V/def2-TZVPD) results for C15H18F19HfNO19S6 as an isolated structure at a distorted geometry.

**Lowest unoccupied orbital energy (alpha / beta)**: 5.272 / 5.274 eV
**Energy**: -174189.63949 eV
**E_HOMO (alpha / beta)**: -0.6 / -0.6 eV
**M**: 1248.15 g mol⁻¹

```
! RIJCOSX wB97M-V def2-TZVPD def2/J DEFGRID3
* xyz -3 2
Hf -1.037 0.761 -0.638
C -2.184 -2.946 2.080
F -1.201 -3.481 1.319
F -3.322 -3.643 1.913
F -1.718 -2.820 3.382
S -2.502 -1.171 1.337
O -2.367 -1.184 -0.137
O -3.792 -0.787 1.814
O -1.414 -0.267 1.556
C -2.700 2.077 3.771
F -3.659 1.141 3.650
F -3.080 2.913 4.784
F -1.552 1.459 4.031
S -2.547 3.026 2.045
O -1.329 3.826 2.068
O -2.515 1.986 0.989
O -3.765 3.873 1.991
C -1.472 5.240 -2.983
F -1.051 6.471 -2.894
F -2.638 5.297 -3.614
F -0.568 4.583 -3.684
S -1.582 4.432 -1.140
O -1.401 2.977 -1.307
O -0.411 4.764 -0.259
O -2.842 4.888 -0.564
C -1.318 -1.674 -4.598
F -1.298 -1.125 -5.773
F -2.568 -1.820 -4.167
F -0.711 -2.882 -4.638
S -0.368 -0.546 -3.412
O 1.056 -0.390 -3.824
O -1.076 0.699 -3.148
O -0.420 -1.098 -2.079
C -5.913 1.053 -0.890
F -6.949 1.177 -1.629
F -5.809 2.142 -0.069
F -6.020 0.005 -0.112
S -4.429 0.911 -2.091
O -4.655 -0.356 -2.818
O -4.429 2.108 -2.960
O -3.186 0.915 -1.269
C 3.663 1.963 -1.808
F 4.442 2.973 -2.093
F 3.789 0.916 -2.618
F 4.026 1.603 -0.572
S 1.841 2.731 -1.732
O 1.781 3.656 -0.596
O 1.545 3.377 -2.992
O 0.948 1.587 -1.576
F 0.303 2.060 0.911
C 1.473 -0.455 3.173
C 2.466 -1.281 2.270
C 2.792 -2.564 3.045
C 3.568 -3.613 2.241
C 2.849 -4.000 0.978
C 2.449 -2.800 0.097
N 1.845 -1.702 0.941
O 1.215 -0.690 0.152
C 3.733 -2.293 -0.663
C 1.468 -3.312 -0.983
C 3.708 -0.432 2.179
H 0.501 -0.933 3.289
H 1.281 0.439 2.580
H 1.863 -0.005 4.087
H 3.536 -2.363 3.815
H 1.879 -2.966 3.486
H 3.752 -4.482 2.872
H 4.559 -3.229 1.998
H 1.973 -4.620 1.167
H 3.625 -4.634 0.548
H 4.030 -3.023 -1.416
H 3.553 -1.456 -1.338
H 4.556 -2.060 0.012
H 1.831 -4.289 -1.303
H 0.441 -3.448 -0.644
H 1.484 -2.655 -1.852
H 3.455 0.352 1.466
H 4.534 -1.009 1.763
H 3.984 0.120 3.078
*
```

---

Entry 8:
DFT (wB97M-V/def2-TZVPD) results for a 6-piece molecular cluster, C15H18F4NO16 overall at a distorted geometry.

**Lowest unoccupied orbital energy**: 2.495 eV
**Energy**: -60967.53591 eV
**E_HOMO**: -5.4 eV
**M**: 544.29 g mol⁻¹

```
! RIJCOSX wB97M-V def2-TZVPD def2/J DEFGRID3
* xyz -1 1
C 0.038 0.249 0.187
C 1.302 0.284 1.034
O 2.328 -0.156 0.438
O 1.233 0.710 2.207
H 0.141 0.781 -0.766
H -0.876 0.639 0.644
H -0.234 -0.774 -0.090
C -1.587 2.290 3.542
C -1.661 2.849 2.143
O -1.934 4.215 2.378
C -1.356 4.531 3.582
O -1.193 5.633 3.973
O -0.997 3.407 4.235
F -2.690 2.291 1.438
H -0.968 1.401 3.653
H -2.580 2.060 3.943
H -0.740 2.716 1.578
C 2.858 -2.874 -2.014
C 2.601 -1.400 -2.272
O 1.367 -1.433 -2.922
C 1.130 -2.685 -3.413
O 0.191 -2.958 -4.080
O 2.126 -3.521 -3.070
F 3.528 -0.864 -3.158
H 2.396 -3.112 -1.053
H 3.906 -3.145 -2.017
H 2.606 -0.786 -1.366
C -2.685 -0.442 -3.981
C -1.733 -0.170 -2.817
O -1.711 -1.370 -2.124
C -2.751 -2.160 -2.501
O -3.032 -3.195 -2.007
O -3.325 -1.666 -3.620
F -2.278 0.814 -2.016
H -2.223 -0.592 -4.953
H -3.441 0.340 -4.036
H -0.766 0.203 -3.137
C -2.134 -1.342 2.956
C -1.818 -2.589 2.108
O -0.556 -2.963 2.506
C 0.015 -1.990 3.325
O 1.097 -2.043 3.769
O -0.876 -1.008 3.498
F -1.811 -2.281 0.772
H -2.811 -1.630 3.765
H -2.495 -0.495 2.379
H -2.566 -3.367 2.241
C 3.341 2.414 -1.100
N 4.492 2.633 -0.172
O 4.551 1.923 0.794
O 5.293 3.514 -0.465
H 2.445 2.429 -0.492
H 3.452 1.468 -1.616
H 3.393 3.216 -1.832
*
```